Molecular formula: C7H7N2OS
Method: DFT, wB97M-V/def2-TZVPD

The charge is +1. For the gap between HOMO and LUMO, the calculation gives 6.453 eV. Its LUMO energy is -0.2710 Eh. The relative energy (zero: lowest compared OMol25 entry of this formula, charge and spin) comes out at 577.2 kJ/mol.

Positions of all 18 atoms, in Å:
C 2.5283 -1.5662 -1.0223
C 2.5761 -0.2008 -1.1587
C 1.3400 -2.2839 -0.9803
C 1.3791 0.5790 -1.0834
C 0.1748 -1.5855 -0.9294
C 0.1994 -0.1675 -0.8304
C -2.8513 2.3034 2.5622
N -1.8423 1.4282 2.0598
N -2.2923 1.1095 3.1558
O -2.3704 -0.1654 -0.9023
S -1.2874 0.7548 -0.8801
H 3.6002 -2.0238 -1.1359
H 3.5283 0.0766 -1.1107
H 1.2982 -3.3743 -0.9536
H 1.3057 1.6248 -0.8880
H -0.8620 -1.9671 -1.0500
H -2.5965 3.1902 2.9990
H -3.8280 2.2680 2.1482

Cartesian forces (eV/Å) of the 2 atoms listed first:
C 2.340 -1.070 -1.112
C -4.680 0.056 0.640